6
Properties=species:S:1:pos:R:3:nbo_charge:R:1 method="wB97M-V/def2-TZVPD" de_lowest_kj_mol=200.76 charge=0 homo_energy_ev=-8.64 homo_lumo_gap_ev=7.892
Si -0.78915 -0.26763 0.12184 0.84
S 2.06974 -0.14040 0.16890 -0.54
H -0.97876 0.53565 1.39121 -0.11
H -0.89495 0.54638 -1.12911 -0.15
H -0.99692 -1.62791 -0.10815 -0.15
H 1.59004 0.95390 -0.44470 0.11